1.
Here is a molecular structure, C2H5N2S at a distorted geometry from the Open Molecules 2025 dataset. Energies are from ωB97M-V with the def2-TZVPD basis set.

The geometry in XYZ format:
```
10
Properties=species:S:1:pos:R:3:forces:R:3
C -0.366 -0.491 -0.189 1.785 -2.142 -1.174
C 1.395 0.952 -0.130 -2.415 1.105 0.194
N -0.470 0.828 -0.094 4.609 1.980 1.495
N -1.254 -1.436 0.039 -1.958 3.764 2.278
S 1.306 -0.786 -0.706 -0.821 0.613 0.315
H 1.797 1.773 -0.811 -0.923 -1.367 0.631
H 1.726 1.139 0.942 -0.622 -0.617 -1.370
H -0.717 1.347 0.768 -0.840 -0.690 -0.678
H -2.067 -1.017 0.587 0.921 -1.474 -1.263
H -1.350 -2.307 -0.407 0.264 -1.171 -0.428
```
Forces are in eV/Å.

Energy above the lowest of the compared OMol25 structures with the same formula, charge and spin in eV: 1.2872
HOMO-LUMO gap in eV: 10.263
F_max in eV/A: 5.23
Total charge: +1
Total energy in eV: -15961.6504

2.
Here is a molecular structure, C18H23F9N6O5PtS2 at a distorted geometry from the Open Molecules 2025 dataset. Energies are from ωB97M-V with the def2-TZVPD basis set.

The geometry in XYZ format:
```
64
Properties=species:S:1:pos:R:3:forces:R:3
Pt -0.391 0.335 -0.305 -1.059 0.427 -1.139
N -0.178 3.592 2.245 -0.116 0.075 0.159
C -1.442 3.095 2.932 0.183 0.050 -0.063
C -1.195 1.766 3.642 -0.035 -0.004 0.035
C -1.386 0.492 2.812 -0.008 0.142 0.046
N -0.236 0.195 1.907 -0.019 -0.247 -0.317
C -2.728 0.537 2.079 0.004 -0.123 -0.075
C -2.931 1.773 1.211 0.206 0.053 0.293
N -2.166 1.666 -0.065 0.583 -0.708 -0.373
C -2.656 3.059 2.001 0.003 0.034 0.029
H 0.560 3.757 2.935 -0.029 0.012 0.032
H -0.339 4.479 1.762 -0.010 -0.007 0.006
H 0.222 2.946 1.557 -0.034 0.116 0.193
H -1.614 3.867 3.681 -0.099 -0.060 0.035
H -1.941 1.718 4.438 0.038 -0.003 0.030
H -0.229 1.764 4.155 0.019 -0.004 -0.038
H -1.427 -0.323 3.537 -0.023 -0.030 -0.034
H -0.022 -0.803 1.919 -0.037 -0.025 0.121
H 0.637 0.598 2.249 0.071 0.041 -0.108
H -3.520 0.512 2.830 0.016 0.041 0.010
H -2.875 -0.349 1.465 0.007 -0.056 0.003
H -3.985 1.821 0.931 0.012 -0.043 -0.069
H -1.921 2.586 -0.423 0.211 -0.013 -0.083
H -2.752 1.252 -0.787 -0.005 -0.168 -0.088
H -3.513 3.163 2.671 -0.014 0.044 -0.038
H -2.695 3.944 1.359 0.039 -0.016 -0.034
O -1.002 0.623 -2.363 -0.426 1.313 2.928
C -0.763 -0.231 -3.270 0.625 -2.120 -1.748
C -0.395 0.240 -4.574 0.099 0.044 1.292
C -0.122 -0.642 -5.574 -0.118 -0.868 -0.180
C -0.209 -2.023 -5.320 -0.085 0.087 0.275
C -0.590 -2.514 -4.065 0.293 -0.025 -0.981
C -0.885 -1.660 -3.030 -0.346 1.340 0.162
C -1.298 -2.174 -1.722 0.087 0.053 -0.474
N -1.476 -1.515 -0.571 0.319 0.083 0.029
C -1.790 -2.462 0.380 -0.128 -0.053 0.183
C -1.842 -3.686 -0.197 -0.052 0.029 0.050
N -1.537 -3.483 -1.513 0.008 0.076 0.128
H -0.323 1.310 -4.708 0.013 0.010 -0.006
H 0.174 -0.298 -6.555 -0.034 0.025 -0.004
H 0.027 -2.727 -6.107 0.006 0.012 0.019
H -0.618 -3.588 -3.943 0.018 -0.029 0.021
H -1.970 -2.221 1.412 0.028 -0.004 0.021
H -2.066 -4.660 0.200 -0.013 0.019 0.027
H -1.501 -4.208 -2.211 -0.008 0.038 -0.052
F 1.655 1.911 -1.381 -0.154 -0.047 0.153
C 0.812 1.932 -0.377 0.278 0.305 -0.398
F 0.107 3.119 -0.491 -0.044 0.022 -0.055
F 1.540 2.109 0.770 0.137 -0.126 -0.107
F 1.947 -3.457 -2.098 0.031 0.104 0.150
C 2.614 -3.118 -0.985 0.027 -0.251 -0.175
F 3.905 -3.232 -1.198 -0.052 0.084 0.032
F 2.230 -3.925 -0.011 0.057 0.095 0.018
S 2.182 -1.339 -0.561 0.029 0.041 -0.280
O 1.215 -1.480 0.534 -0.335 -0.010 0.034
O 1.507 -0.829 -1.750 -0.130 0.244 0.303
N 3.416 -0.510 -0.219 0.161 -0.096 0.108
S 4.011 -0.651 1.294 0.015 -0.164 -0.262
O 4.006 -2.010 1.741 -0.018 0.078 0.013
O 3.456 0.383 2.115 -0.158 0.122 0.239
C 5.767 -0.188 0.952 0.108 -0.022 -0.007
F 5.836 1.085 0.593 -0.029 0.016 -0.016
F 6.260 -0.952 -0.009 -0.068 0.009 0.063
F 6.447 -0.378 2.073 -0.043 0.038 -0.038
```
Forces are in eV/Å.

Energy above the lowest of the compared OMol25 structures with the same formula, charge and spin in eV: 2.9195
HOMO-LUMO gap (spin up / spin down) in eV: 4.492 / 4.493
F_max in eV/A: 3.24
Total charge: +2
Total energy in eV: -87575.1142

3.
Here is 4 unconnected molecules or ions with the total composition C2H13NO4 at a distorted geometry from the Open Molecules 2025 dataset. Energies are from ωB97M-V with the def2-TZVPD basis set.

The geometry in XYZ format:
```
20
Properties=species:S:1:pos:R:3:forces:R:3
C -1.610 -0.024 -1.094 -0.296 -0.826 -0.444
N -0.363 0.004 -1.863 0.315 -0.023 1.147
C 0.658 -0.815 -1.238 0.839 0.319 -0.365
O 0.421 -2.204 -1.218 0.453 -0.227 -0.529
H -1.383 0.175 -0.048 -0.061 0.144 0.061
H -2.374 0.655 -1.458 0.251 0.450 -0.092
H -2.102 -1.003 -1.155 0.024 -0.126 0.232
H -0.445 -0.403 -2.779 -0.552 0.235 -0.501
H 0.932 -0.468 -0.240 -0.403 0.213 0.154
H 1.549 -0.697 -1.860 0.034 -0.139 0.100
H -0.415 -2.410 -0.821 -0.637 -0.016 0.463
H -0.060 1.611 1.571 0.187 0.041 0.373
H -0.819 1.689 2.925 -0.396 0.490 0.273
O -0.248 1.139 2.406 0.358 -0.529 -0.561
H 1.245 -0.511 3.068 -0.392 -0.076 -0.360
H 0.882 -1.738 2.161 -0.102 0.329 0.225
O 1.602 -1.276 2.601 0.476 -0.210 0.011
H 1.631 2.110 -0.255 -0.302 0.100 0.176
H 0.183 1.830 -0.678 0.502 0.368 0.186
O 0.717 2.336 -0.024 -0.296 -0.517 -0.549
```
Forces are in eV/Å.

Energy above the lowest of the compared OMol25 structures with the same formula, charge and spin in eV: 0.7240
HOMO-LUMO gap in eV: 10.585
F_max in eV/A: 1.19
Total energy in eV: -11964.7426

4.
Here is a molecular structure, C39H53N5OsP2 at a distorted geometry from the Open Molecules 2025 dataset. Energies are from ωB97M-V with the def2-TZVPD basis set.

The geometry in XYZ format:
```
100
Properties=species:S:1:pos:R:3:forces:R:3
Os -0.168 -0.564 -1.711 0.558 1.005 1.065
C -1.517 1.588 -0.761 -1.162 -1.300 -1.584
C -1.933 0.789 -1.840 -1.295 2.045 1.190
C -1.890 1.325 -3.271 -0.384 0.005 -0.196
C -0.529 1.353 -3.966 0.239 0.215 -0.718
C 0.548 0.573 -3.249 0.225 0.721 -0.404
C 1.084 1.133 -2.028 0.240 -0.429 -0.363
C 0.701 2.546 -1.609 0.254 0.262 0.351
C -0.649 2.774 -0.885 0.300 0.855 0.507
C 1.502 -1.577 -1.285 1.364 -1.246 0.349
H -1.977 1.419 0.218 0.388 -0.310 -0.243
H -2.771 0.111 -1.625 0.317 0.303 -0.085
H -2.322 2.337 -3.295 0.028 -0.177 0.177
H -2.591 0.701 -3.855 0.417 0.301 0.392
H -0.611 0.923 -4.980 -0.162 0.249 0.538
H -0.241 2.399 -4.155 0.126 -0.219 0.089
H 1.243 -0.001 -3.884 -0.313 0.340 0.564
H 2.134 0.886 -1.803 -0.494 0.080 -0.073
H 0.693 3.191 -2.498 0.249 -0.241 0.112
H 1.498 2.929 -0.959 -0.248 -0.047 -0.268
H -0.498 3.206 0.126 0.113 -0.356 -0.572
H -1.170 3.584 -1.433 -0.168 -0.478 0.110
H 2.140 -1.051 -0.550 -0.198 -0.346 -0.384
H 2.062 -1.675 -2.231 0.097 -0.042 0.226
H 1.291 -2.585 -0.889 0.260 0.278 -0.096
P 1.457 -0.957 -6.030 0.751 -0.345 -3.232
P -2.370 0.045 -6.150 -1.660 1.147 -3.168
N 2.795 0.157 -6.532 1.026 0.405 0.801
N 2.001 -2.172 -7.165 -0.197 -0.670 0.328
N -2.353 1.513 -7.231 0.324 0.087 0.504
N -3.779 -0.650 -6.930 -0.497 -0.642 -0.151
C 0.229 -0.149 -7.151 0.018 0.279 0.324
C -1.135 -0.877 -7.137 0.560 -0.506 -0.328
C 3.975 0.193 -5.782 -2.081 -0.031 -0.959
C 4.950 0.873 -6.507 0.056 0.919 -2.092
C 4.368 1.252 -7.753 1.771 -0.357 1.911
C 3.057 0.779 -7.752 -0.725 -0.748 1.202
C 2.366 -3.452 -6.741 0.125 -0.020 -0.831
C 2.763 -4.195 -7.843 -0.305 0.572 0.337
C 2.625 -3.356 -8.999 -0.091 0.685 1.040
C 2.191 -2.112 -8.550 0.071 -0.783 -0.031
C -2.428 2.847 -6.789 0.507 -0.094 -1.054
C -2.100 3.689 -7.852 -0.118 -0.985 0.876
C -1.779 2.861 -8.979 -0.539 -0.748 0.797
C -2.005 1.550 -8.590 0.500 0.619 0.222
C -4.675 -0.045 -7.823 -0.129 -1.106 -0.141
C -5.417 -1.045 -8.448 1.032 0.582 0.979
C -4.972 -2.302 -7.921 0.602 0.690 0.580
C -3.981 -2.038 -6.987 -0.733 0.701 -0.808
H 0.592 -0.095 -8.194 -0.157 -0.135 0.687
H 0.157 0.899 -6.798 -0.143 -0.347 -0.281
H -1.471 -1.004 -8.183 -0.041 -0.055 0.728
H -1.080 -1.895 -6.701 0.140 0.344 -0.234
H 3.979 -0.256 -4.798 0.192 0.037 -0.049
H 5.959 1.058 -6.170 -0.052 0.057 -0.080
H 4.850 1.802 -8.545 -0.048 -0.030 -0.003
H 2.307 0.858 -8.527 0.134 0.113 0.211
H 2.276 -3.696 -5.691 0.109 -0.124 -0.166
H 3.124 -5.217 -7.822 -0.187 0.238 -0.012
H 2.815 -3.634 -10.030 0.040 0.134 0.247
H 2.002 -1.210 -9.116 -0.113 -0.327 0.038
H -2.703 3.061 -5.762 0.013 0.023 -0.259
H -2.117 4.768 -7.820 0.079 -0.080 0.019
H -1.426 3.177 -9.955 -0.326 -0.044 0.190
H -1.945 0.654 -9.195 -0.043 0.185 0.204
H -4.694 1.032 -7.925 -0.051 -0.234 -0.065
H -6.177 -0.879 -9.191 -0.048 -0.023 0.032
H -5.334 -3.277 -8.193 -0.032 -0.047 0.033
H -3.399 -2.693 -6.367 0.034 -0.197 0.053
C -1.857 0.426 4.850 -0.202 -0.070 0.193
C -1.040 0.470 3.589 -0.068 -0.709 -0.105
C -0.168 1.536 3.379 -0.080 0.226 -0.236
C 0.650 1.552 2.246 0.221 -0.440 0.053
C 1.602 2.682 2.017 0.501 0.306 -0.065
C 0.582 0.501 1.338 -0.039 0.805 -0.444
C -0.458 -0.458 1.375 -0.492 -0.706 0.051
C -1.153 -0.533 2.626 -0.529 0.094 0.444
N -0.816 -1.143 0.231 0.403 0.346 2.111
C -1.795 -2.250 0.282 0.015 0.126 0.142
C -1.370 -3.322 1.287 0.225 -0.300 -0.080
C -3.197 -1.730 0.631 -0.316 0.223 -0.153
C -1.837 -2.867 -1.138 -0.348 -0.046 0.294
H -1.248 0.164 5.725 -0.041 0.047 -0.252
H -2.297 1.410 5.051 0.046 -0.201 -0.030
H -2.667 -0.306 4.778 0.129 0.141 0.027
H -0.140 2.355 4.107 0.082 -0.291 -0.325
H 1.147 3.648 2.271 0.079 -0.236 -0.017
H 2.521 2.588 2.610 -0.247 -0.019 -0.022
H 1.907 2.716 0.968 0.012 0.046 0.186
H 1.301 0.470 0.524 -0.280 0.155 -0.018
H -1.851 -1.346 2.844 0.338 0.632 -0.148
H -1.103 -2.916 2.261 -0.012 -0.230 -0.198
H -2.194 -4.035 1.424 0.249 0.086 -0.078
H -0.503 -3.855 0.886 -0.054 -0.037 0.210
H -3.548 -1.049 -0.159 -0.060 -0.209 0.281
H -3.880 -2.590 0.688 0.117 0.324 -0.083
H -3.232 -1.191 1.583 -0.088 -0.225 -0.369
H -2.850 -2.775 -1.548 0.347 -0.060 -0.180
H -1.108 -2.381 -1.838 -0.443 -0.664 0.059
H -1.570 -3.930 -1.079 0.014 0.286 -0.330
```
Forces are in eV/Å.

Energy above the lowest of the compared OMol25 structures with the same formula, charge and spin in eV: 0.0000
HOMO-LUMO gap (spin up / spin down) in eV: 6.845 / 3.035
F_max in eV/A: 3.76
Total charge: +2
Total energy in eV: -69777.0166
Spin multiplicity: 5